Record 1
C7H11FNO2P | ωB97M-V with the def2-TZVPD basis set

The frontier orbital gap comes out at 0.39570 hartree. The spin multiplicity is 1. As for the SMILES: CC[C@@H](F)[P@@H](=O)c1cc(C)no1. For the LUMO energy, the calculation gives 0.8 eV. The calculation puts the total energy at -25026.313 eV. The charge is 0. As for the HOMO energy: -10.0 eV.

Element x y z (Å)
C1 1.803574 -0.520300 -3.315786
C2 0.800292 -1.024309 -2.263630
C3 -0.103785 0.081211 -1.995741
F1 -1.410257 -0.147257 -1.484945
P1 0.523244 1.239779 -0.616962
O1 0.151408 2.634871 -0.771147
C4 -0.098497 0.410085 0.890685
C5 -0.996719 0.829292 1.850418
C6 -0.928187 -0.192451 2.837900
C7 -1.737002 -0.240939 4.094167
N1 -0.118362 -1.194208 2.505272
O2 0.357284 -0.827869 1.285342
H1 2.833308 -0.311516 -2.957439
H2 1.449812 0.474030 -3.661868
H3 1.863126 -1.169349 -4.156523
H4 1.304347 -1.347487 -1.327604
H5 0.133171 -1.804023 -2.623534
H6 -0.245917 0.883576 -2.878693
H7 1.842408 1.198176 -0.279875
H8 -1.505323 1.702168 1.843748
H9 -2.687598 -0.038882 3.747075
H10 -1.547623 0.548192 4.725655
H11 -1.682705 -1.182790 4.553486

Cartesian forces, eV/Å:
C 0.4285 1.3236 0.4877
C 0.4581 -1.0207 0.0069
C -1.2736 5.1867 0.5755
F 0.9052 -0.7774 -0.7009
P -0.7429 -1.3305 0.4263
O -0.9553 1.5139 -0.2153
C -1.1868 -0.8937 1.5996
C 2.9495 -2.8522 -0.9546
C 0.3601 -0.9601 0.5366
C 1.0694 -0.5154 -2.0616
N -1.4472 1.9284 0.1124
O 1.1936 0.7082 -1.7089
H -0.6482 -0.4823 0.1026
H 0.3170 -0.6520 -0.1776
H 0.0955 -0.5151 -0.6535
H -0.3933 -0.1418 -0.5903
H 0.4445 -0.5841 -0.1889
H 0.1236 -2.1400 1.6914
H 1.3386 -0.7934 -0.4098
H -1.5559 2.4823 0.1320
H -2.5142 0.0030 -0.4216
H 0.9444 1.6454 1.6804
H 0.0894 -1.1329 0.7316

Record 2
C7H9N2O | ωB97M-V with the def2-TZVPD basis set

The frontier orbital gap (spin up / spin down) comes out at 0.21290 / 0.21302 hartree. The spin multiplicity is 1. For the LUMO energy (spin up / spin down), the calculation gives -4.4 / -4.4 eV. The calculation puts the total energy at -12418.601 eV. The charge is +1. As for the HOMO energy (spin up / spin down): -10.2 / -10.2 eV.

Element x y z (Å)
C1 -1.419906 -1.862079 -0.044646
C2 -2.636900 -1.236781 -0.013761
C3 -0.039080 -1.463488 -0.020751
C4 -2.892236 0.230242 0.046134
C5 0.571888 -0.426271 0.510714
C6 -2.208717 1.344428 0.037825
C7 2.589595 0.427804 -0.337814
N1 3.800424 0.993379 -0.182726
N2 1.884463 -0.145978 0.613337
O1 -1.725117 2.437435 -0.267907
H1 -1.599444 -2.903856 -0.052754
H2 -3.487063 -1.952870 0.117582
H3 0.611178 -2.226971 -0.658357
H4 -3.859400 0.476210 -0.201602
H5 2.054442 0.443417 -1.315790
H6 3.984539 1.685583 -0.831934
H7 4.319351 0.971452 0.752240
H8 2.110962 -0.009190 1.606749
H9 -2.058974 3.217538 0.243464

Cartesian forces, eV/Å:
C -1.8758 1.5205 0.4920
C 1.0865 -0.4147 1.2424
C 2.5234 -1.9017 -2.6941
C 2.8423 -0.5931 -0.4143
C -4.5527 0.7297 1.2651
C -0.1379 -2.7096 0.4648
C -0.5700 -0.7466 0.1946
N -0.1782 -1.5918 2.8238
N 2.1108 1.0054 -0.1973
O -0.4513 1.4314 -0.3176
H 0.3444 -1.1564 -0.2579
H 0.5113 1.3776 -0.3360
H -0.9918 1.0084 1.3985
H -2.6342 0.7934 -0.6424
H 0.8833 0.1900 0.7214
H 1.0347 1.5143 -1.2026
H -1.1645 0.1730 -2.1379
H 0.5842 -0.1439 -0.6623
H 0.6357 -0.4858 0.2600

Repeat the first record exactly.
C7H11FNO2P | ωB97M-V with the def2-TZVPD basis set

The frontier orbital gap comes out at 0.39570 hartree. The spin multiplicity is 1. As for the SMILES: CC[C@@H](F)[P@@H](=O)c1cc(C)no1. For the LUMO energy, the calculation gives 0.8 eV. The calculation puts the total energy at -25026.313 eV. The charge is 0. As for the HOMO energy: -10.0 eV.

Element x y z (Å)
C1 1.803574 -0.520300 -3.315786
C2 0.800292 -1.024309 -2.263630
C3 -0.103785 0.081211 -1.995741
F1 -1.410257 -0.147257 -1.484945
P1 0.523244 1.239779 -0.616962
O1 0.151408 2.634871 -0.771147
C4 -0.098497 0.410085 0.890685
C5 -0.996719 0.829292 1.850418
C6 -0.928187 -0.192451 2.837900
C7 -1.737002 -0.240939 4.094167
N1 -0.118362 -1.194208 2.505272
O2 0.357284 -0.827869 1.285342
H1 2.833308 -0.311516 -2.957439
H2 1.449812 0.474030 -3.661868
H3 1.863126 -1.169349 -4.156523
H4 1.304347 -1.347487 -1.327604
H5 0.133171 -1.804023 -2.623534
H6 -0.245917 0.883576 -2.878693
H7 1.842408 1.198176 -0.279875
H8 -1.505323 1.702168 1.843748
H9 -2.687598 -0.038882 3.747075
H10 -1.547623 0.548192 4.725655
H11 -1.682705 -1.182790 4.553486

Cartesian forces, eV/Å:
C 0.4285 1.3236 0.4877
C 0.4581 -1.0207 0.0069
C -1.2736 5.1867 0.5755
F 0.9052 -0.7774 -0.7009
P -0.7429 -1.3305 0.4263
O -0.9553 1.5139 -0.2153
C -1.1868 -0.8937 1.5996
C 2.9495 -2.8522 -0.9546
C 0.3601 -0.9601 0.5366
C 1.0694 -0.5154 -2.0616
N -1.4472 1.9284 0.1124
O 1.1936 0.7082 -1.7089
H -0.6482 -0.4823 0.1026
H 0.3170 -0.6520 -0.1776
H 0.0955 -0.5151 -0.6535
H -0.3933 -0.1418 -0.5903
H 0.4445 -0.5841 -0.1889
H 0.1236 -2.1400 1.6914
H 1.3386 -0.7934 -0.4098
H -1.5559 2.4823 0.1320
H -2.5142 0.0030 -0.4216
H 0.9444 1.6454 1.6804
H 0.0894 -1.1329 0.7316

What did the first record say?
C7H11FNO2P | ωB97M-V with the def2-TZVPD basis set

The frontier orbital gap comes out at 0.39570 hartree. The spin multiplicity is 1. As for the SMILES: CC[C@@H](F)[P@@H](=O)c1cc(C)no1. For the LUMO energy, the calculation gives 0.8 eV. The calculation puts the total energy at -25026.313 eV. The charge is 0. As for the HOMO energy: -10.0 eV.

Element x y z (Å)
C1 1.803574 -0.520300 -3.315786
C2 0.800292 -1.024309 -2.263630
C3 -0.103785 0.081211 -1.995741
F1 -1.410257 -0.147257 -1.484945
P1 0.523244 1.239779 -0.616962
O1 0.151408 2.634871 -0.771147
C4 -0.098497 0.410085 0.890685
C5 -0.996719 0.829292 1.850418
C6 -0.928187 -0.192451 2.837900
C7 -1.737002 -0.240939 4.094167
N1 -0.118362 -1.194208 2.505272
O2 0.357284 -0.827869 1.285342
H1 2.833308 -0.311516 -2.957439
H2 1.449812 0.474030 -3.661868
H3 1.863126 -1.169349 -4.156523
H4 1.304347 -1.347487 -1.327604
H5 0.133171 -1.804023 -2.623534
H6 -0.245917 0.883576 -2.878693
H7 1.842408 1.198176 -0.279875
H8 -1.505323 1.702168 1.843748
H9 -2.687598 -0.038882 3.747075
H10 -1.547623 0.548192 4.725655
H11 -1.682705 -1.182790 4.553486

Cartesian forces, eV/Å:
C 0.4285 1.3236 0.4877
C 0.4581 -1.0207 0.0069
C -1.2736 5.1867 0.5755
F 0.9052 -0.7774 -0.7009
P -0.7429 -1.3305 0.4263
O -0.9553 1.5139 -0.2153
C -1.1868 -0.8937 1.5996
C 2.9495 -2.8522 -0.9546
C 0.3601 -0.9601 0.5366
C 1.0694 -0.5154 -2.0616
N -1.4472 1.9284 0.1124
O 1.1936 0.7082 -1.7089
H -0.6482 -0.4823 0.1026
H 0.3170 -0.6520 -0.1776
H 0.0955 -0.5151 -0.6535
H -0.3933 -0.1418 -0.5903
H 0.4445 -0.5841 -0.1889
H 0.1236 -2.1400 1.6914
H 1.3386 -0.7934 -0.4098
H -1.5559 2.4823 0.1320
H -2.5142 0.0030 -0.4216
H 0.9444 1.6454 1.6804
H 0.0894 -1.1329 0.7316

Q: Number 1 is which compound?
A: C7H11FNO2P

Q: Which of these has the lowest total energy?
A: C7H11FNO2P